Density functional theory data (wB97M-V/def2-TZVPD) for 12 unconnected molecules or ions with the total composition C18H60N8O12 in a non-equilibrium geometry.

Computed properties:
Net charge: 0
DFT total energy, Eh: -2062.60873
SMILES: NC(N)=O.NC(N)=O.NC(N)=O.NC(N)=O.CCO.CCO.CCO.CCO.CCO.CCO.CO.CO
Lowest unoccupied orbital energy, eV: -0.07
HOMO, eV: -8.637
HOMO-LUMO gap, eV: 8.57
Energy above the lowest of the compared OMol25 structures with the same formula, charge and spin, eV: 6.310

Each line ends with the Löwdin charge.
CARTESIAN COORDINATES (ANGSTROEM)
N 1.7194 0.8821 -2.6245  0.16
C 1.9980 -0.3216 -2.8714  -0.60
N 1.1054 -0.7225 -3.7560  0.16
O 3.1692 -0.9144 -2.4865  -0.10
H 2.3726 1.4856 -2.0999  0.09
H 0.9188 1.3451 -3.0395  0.07
H 1.3765 -1.7206 -3.7331  0.13
H 0.0882 -0.5855 -3.5228  0.08
N -4.0730 3.0887 -2.2482  0.14
C -3.1726 2.4847 -1.5182  -0.64
N -1.9998 2.3694 -1.9990  0.14
O -3.4557 2.1465 -0.2104  -0.10
H -4.9758 3.2407 -1.7798  0.12
H -4.0256 3.8455 -2.9856  0.14
H -1.3406 1.9131 -1.3425  0.09
H -1.5649 2.7418 -2.9322  0.15
N 1.7962 -0.3098 2.9035  0.14
C 2.2569 -0.8639 3.9981  -0.61
N 1.9505 -0.1741 5.0649  0.18
O 3.0409 -1.9834 4.0603  -0.12
H 2.0134 -0.6375 1.9167  0.09
H 1.3934 0.6852 2.8428  0.09
H 2.1029 -0.6633 5.8956  0.10
H 1.4614 0.7302 5.0064  0.12
N 3.9337 -2.3905 -0.4604  0.15
C 3.4181 -2.3806 0.7429  -0.65
N 4.1690 -2.7253 1.7324  0.18
O 2.1171 -2.1562 0.7908  -0.10
H 3.3985 -1.8882 -1.2060  0.05
H 4.8910 -2.6954 -0.7761  0.14
H 3.8029 -2.6865 2.6769  0.05
H 5.1430 -3.0838 1.5797  0.15
C -4.3323 -2.4487 1.9181  -0.09
C -3.4475 -1.2902 1.8383  -0.41
O -3.9452 -0.3697 0.9291  -0.10
H -4.0408 -3.0339 2.7337  0.05
H -4.1574 -3.0298 0.9515  0.09
H -5.4437 -2.2043 1.9823  0.10
H -2.4497 -1.7045 1.4676  0.09
H -3.2669 -0.8032 2.7746  0.09
H -3.3704 0.4449 0.8294  0.06
C -1.0076 -3.6267 0.2667  -0.10
C -0.3637 -3.7616 -1.0157  -0.38
O 0.9653 -4.1637 -0.8109  -0.08
H -0.5531 -2.8034 0.8670  0.07
H -0.9519 -4.5437 0.9087  0.11
H -2.0660 -3.4953 0.0969  0.05
H -0.3215 -2.8485 -1.5721  0.08
H -0.9420 -4.3940 -1.6481  0.10
H 1.4302 -3.3991 -0.3939  0.04
C 0.7919 4.1229 -2.6660  -0.06
C 0.3297 3.7855 -4.0630  -0.23
O -0.0999 2.4081 -3.9795  -0.15
H 1.8073 3.7028 -2.5154  0.07
H 0.1842 3.7426 -1.8418  0.07
H 0.9628 5.1776 -2.4632  0.09
H 1.1223 3.8160 -4.8252  0.14
H -0.4654 4.3815 -4.3195  0.08
H -0.0523 1.8901 -4.8089  0.13
C 2.8723 2.2907 0.2344  -0.04
C 3.8931 2.9422 -0.7781  -0.28
O 3.9664 2.1916 -1.9598  -0.07
H 2.6974 2.9297 1.1078  0.07
H 3.1112 1.3051 0.5115  0.06
H 1.9048 2.3616 -0.2203  0.03
H 4.8494 2.9820 -0.2981  0.10
H 3.7193 3.9911 -0.8820  0.10
H 4.6094 1.5478 -1.7254  0.09
C -1.3761 1.6216 3.0697  -0.04
C -0.2575 2.5661 2.6129  -0.30
O 0.9243 2.1944 3.2504  -0.11
H -1.2099 0.5921 2.7535  0.05
H -2.3271 2.0391 2.8266  0.08
H -1.2879 1.6094 4.1479  0.08
H -0.5253 3.6287 2.8557  0.13
H -0.0856 2.6939 1.5242  0.11
H 1.4056 2.9972 3.3730  0.10
C -2.9148 -1.9614 -2.0197  -0.05
C -2.7039 -0.7279 -2.9228  -0.23
O -1.3913 -0.1925 -2.9203  -0.10
H -2.4005 -2.8198 -2.4326  0.06
H -3.9879 -2.2468 -2.0748  0.10
H -2.7345 -1.8478 -0.9524  0.04
H -3.2622 0.0063 -2.3636  0.09
H -3.2003 -0.7283 -3.8759  0.11
H -1.5661 0.7217 -2.7638  0.01
C -0.7260 -3.0459 4.0148  -0.14
O -0.8206 -1.8585 3.2761  -0.15
H -1.1617 -2.9459 4.9756  0.07
H 0.3598 -3.2585 4.2234  0.10
H -1.0395 -3.8436 3.4728  0.04
H 0.0973 -1.4673 3.3599  0.06
C -0.2019 -0.1367 0.0282  -0.13
O -0.0207 1.0505 -0.6246  -0.16
H 0.1050 -0.2780 1.0284  0.05
H 0.1079 -0.9470 -0.6089  0.08
H -1.2532 -0.3130 -0.0646  0.07
H 0.4860 0.7494 -1.4182  0.04



Density functional theory data (wB97M-V/def2-TZVPD) for 12 unconnected molecules or ions with the total composition C18H60O12 in a non-equilibrium geometry.

Computed properties:
Net charge: 0
DFT total energy, Eh: -1624.53051
SMILES: CC(C)O.CC(C)O.CC(C)O.CO.CO.CO.CO.CO.CO.CO.CO.CO
Lowest unoccupied orbital energy, eV: 0.20
HOMO, eV: -9.238
HOMO-LUMO gap, eV: 9.44
Energy above the lowest of the compared OMol25 structures with the same formula, charge and spin, eV: 3.754

Each line ends with the Löwdin charge.
CARTESIAN COORDINATES (ANGSTROEM)
C -1.2158 4.1528 1.7511  -0.05
C -2.7162 3.8798 1.7887  -0.47
C -3.0309 2.5817 1.0666  -0.06
O -3.1144 3.6766 3.1487  -0.05
H -0.7553 3.9486 0.7828  0.07
H -0.6874 3.4463 2.4009  0.07
H -0.9599 5.1406 2.1401  0.08
H -3.2709 4.7034 1.3328  0.13
H -2.7665 2.6193 0.0082  0.08
H -4.0905 2.3322 1.1476  0.08
H -2.4744 1.7534 1.5109  0.07
H -2.6476 4.3147 3.6972  0.08
C 6.1017 -0.1273 -1.7059  -0.06
C 5.1983 -0.1798 -0.4636  -0.46
C 3.7607 0.1932 -0.8355  -0.03
O 5.2315 -1.4662 0.1544  -0.06
H 6.0995 0.9152 -2.0297  0.08
H 5.6758 -0.7029 -2.5284  0.08
H 7.1043 -0.4615 -1.4410  0.08
H 5.6061 0.5235 0.2694  0.14
H 3.6097 1.2704 -0.8350  0.06
H 3.0946 -0.2584 -0.0989  0.07
H 3.4794 -0.2016 -1.8135  0.08
H 5.7603 -2.0627 -0.3834  0.09
C -1.1178 -1.7329 2.9294  -0.06
C -2.2862 -2.6733 3.2086  -0.47
C -3.4497 -2.3189 2.2757  -0.06
O -1.8844 -4.0043 2.9672  -0.07
H -0.3460 -1.7944 3.6906  0.08
H -1.5433 -0.7309 2.7751  0.07
H -0.6887 -1.8924 1.9366  0.06
H -2.6146 -2.5629 4.2424  0.14
H -3.7730 -1.2742 2.3814  0.07
H -4.3792 -2.8760 2.3911  0.08
H -3.1225 -2.3883 1.2339  0.07
H -1.7082 -4.2005 2.0289  0.04
C 0.8458 1.1290 3.1372  -0.13
O 1.4302 1.1227 1.8459  -0.15
H -0.2292 1.3332 3.1693  0.07
H 1.0490 0.1962 3.6614  0.07
H 1.3042 1.9714 3.6603  0.09
H 1.0350 0.4364 1.2731  0.04
C -0.4687 -2.3688 -2.7382  -0.11
O 0.3334 -2.9429 -1.7047  -0.14
H -1.3117 -1.8118 -2.3348  0.08
H 0.0850 -1.6503 -3.3497  0.08
H -0.8617 -3.1482 -3.3945  0.09
H 0.8792 -3.6309 -2.0966  0.10
C -0.9558 0.9881 -5.5376  -0.15
O -0.8770 0.7855 -4.1360  -0.14
H -0.2076 0.3989 -6.0735  0.07
H -1.9511 0.6917 -5.8797  0.08
H -0.8392 2.0395 -5.8138  0.07
H -0.5214 1.5842 -3.7162  0.03
C -0.7344 0.2964 -0.6532  -0.11
O 0.1993 -0.5642 -0.0169  -0.14
H -0.4238 0.4861 -1.6787  0.07
H -1.7337 -0.1499 -0.6291  0.08
H -0.8500 1.2386 -0.1247  0.06
H 0.3702 -1.3527 -0.5491  0.05
C 0.2729 4.0742 -3.2543  -0.12
O 0.0672 2.9283 -2.4265  -0.17
H 1.3477 4.2638 -3.3411  0.08
H -0.1288 3.8809 -4.2479  0.07
H -0.2434 4.9368 -2.8225  0.08
H 0.5306 3.0660 -1.5799  0.04
C -0.8164 -5.9202 0.3685  -0.12
O -1.0278 -4.5067 0.3674  -0.15
H -1.0454 -6.3023 -0.6340  0.08
H 0.2131 -6.1450 0.6644  0.08
H -1.5034 -6.4111 1.0554  0.08
H -0.5953 -4.1146 -0.4012  0.04
C 2.7371 3.7864 0.0392  -0.14
O 1.5401 3.0435 -0.0896  -0.16
H 2.6191 4.8647 -0.0421  0.08
H 3.2332 3.5533 0.9858  0.09
H 3.4652 3.4443 -0.7052  0.07
H 1.5235 2.3827 0.6317  0.04
C 2.3436 -3.1828 1.9264  -0.16
O 3.7449 -3.3216 1.7903  -0.13
H 2.0952 -2.2235 2.4044  0.07
H 1.8406 -3.2143 0.9586  0.06
H 1.9736 -3.8987 2.6574  0.08
H 4.0839 -2.6331 1.1964  0.03
C -4.7029 -0.3645 -0.6198  -0.17
O -6.0238 -0.1004 -0.1644  -0.12
H -4.7167 -1.3414 -1.0976  0.08
H -4.3215 0.3828 -1.3210  0.08
H -4.0332 -0.3872 0.2443  0.04
H -6.1176 0.8392 0.0107  0.07



Density functional theory data (wB97M-V/def2-TZVPD) for 10 unconnected molecules or ions with the total composition C18H61N4O10 in a non-equilibrium geometry.

Computed properties:
Net charge: 0
2S+1: 2
DFT total energy, Eh: -1693.45878
Lowest unoccupied orbital energy (spin up / spin down), eV: 0.16 / 0.02
HOMO (spin up / spin down), eV: -4.356 / -8.730
HOMO-LUMO gap (spin up / spin down), eV: 4.52 / 8.75

Each line ends with the Löwdin charge.
CARTESIAN COORDINATES (ANGSTROEM)
O -1.3857 3.9026 0.4725  0.12
H -1.7712 3.8342 1.3490  0.00
H -0.8237 3.1366 0.3350  0.04
H -1.9822 4.1635 -0.2330  0.10
O 0.7072 2.5635 3.1753  0.18
H -0.1546 2.9042 3.4262  0.07
H 0.7515 2.3785 2.2343  0.05
H 0.8390 1.7573 3.6795  0.02
C 1.5557 -0.1709 -0.7027  -0.07
C 0.5232 0.3608 0.3747  -0.40
O 0.4635 1.7383 0.6188  -0.41
H 2.5757 -0.0530 -0.3370  0.06
H 1.3722 0.2127 -1.7063  0.05
H 1.4686 -1.2529 -0.8020  0.06
H 0.7408 -0.0804 1.3474  0.06
H -0.4843 0.0159 0.1422  0.07
C 0.6964 1.8726 6.4325  -0.05
C 0.4937 0.4426 5.9113  -0.37
C -0.9541 -0.1065 5.8341  -0.11
O -1.4220 -0.4064 7.2306  -0.20
C -1.4271 -1.7311 7.6900  -0.14
N 1.1443 0.4056 4.5813  0.05
H 0.3894 2.6702 5.7559  0.06
H 1.6517 2.1652 6.8681  0.08
H 0.1521 1.9819 7.3705  0.08
H 1.0630 -0.2049 6.5781  0.14
H -0.9872 -1.0087 5.2234  0.10
H -1.7421 0.5474 5.4605  0.11
H -0.3971 -2.0217 7.8968  0.08
H -1.9197 -2.5249 7.1286  0.08
H -1.9622 -1.7743 8.6386  0.08
H 0.9081 -0.4740 4.1448  0.04
H 2.1051 0.3785 4.8915  0.11
C -0.7526 2.5866 -3.2483  -0.04
C -0.6840 1.2759 -4.1278  -0.44
C -1.6463 1.2399 -5.2668  -0.19
O -3.0284 1.4931 -4.8214  -0.20
C -3.7472 0.2140 -4.5890  -0.08
N 0.6601 1.2043 -4.6918  0.06
H -1.7807 2.7666 -2.9342  0.06
H -0.4618 3.4555 -3.8387  0.08
H -0.0512 2.6623 -2.4174  0.05
H -0.8988 0.3683 -3.5637  0.12
H -1.5770 0.2332 -5.6789  0.12
H -1.3897 2.0440 -5.9564  0.13
H -3.6512 -0.5175 -5.3914  0.08
H -4.7494 0.3475 -4.1818  0.09
H -3.1530 -0.3739 -3.8894  0.05
H 1.2063 1.4987 -3.8950  0.05
H 0.9749 0.2479 -4.7714  0.05
C 4.6549 0.6481 -5.4903  -0.05
C 4.2811 -0.0020 -4.1291  -0.42
C 3.7491 -1.4506 -4.4702  -0.22
O 2.4505 -1.4794 -5.0332  -0.19
C 1.9615 -2.8343 -4.9377  -0.10
N 5.4046 -0.0762 -3.2153  0.03
H 5.3210 1.5006 -5.3579  0.07
H 3.7666 1.0448 -5.9818  0.07
H 5.0651 -0.0369 -6.2324  0.07
H 3.4661 0.4837 -3.5925  0.11
H 3.7393 -1.9860 -3.5208  0.11
H 4.5051 -1.9488 -5.0771  0.12
H 2.5508 -3.6829 -5.2852  0.09
H 1.0395 -2.9273 -5.5116  0.08
H 1.7532 -2.9706 -3.8765  0.08
H 5.4066 0.8614 -2.8399  0.07
H 5.0744 -0.5069 -2.3635  0.06
C -4.5891 -0.9346 2.0975  -0.04
C -3.2220 -1.6792 1.8947  -0.40
C -2.9309 -2.1255 0.4669  -0.19
O -4.0071 -2.8195 -0.1473  -0.19
C -3.8894 -3.0434 -1.5506  -0.09
N -2.1472 -1.0161 2.5626  0.04
H -4.8263 -0.3494 1.2090  0.07
H -4.6879 -0.3963 3.0401  0.07
H -5.3847 -1.6795 2.1131  0.07
H -3.3999 -2.5539 2.5203  0.13
H -1.9599 -2.6014 0.3296  0.13
H -2.9079 -1.2629 -0.1991  0.12
H -2.9818 -3.6283 -1.6995  0.08
H -3.8516 -2.1224 -2.1324  0.07
H -4.6001 -3.7435 -1.9898  0.09
H -1.8521 -0.3247 1.8881  0.07
H -2.5286 -0.5044 3.3454  0.08
O 3.7544 -0.9892 2.4315  -0.05
H 3.6761 -1.9233 2.6254  0.03
H 2.9679 -0.7822 1.9266  0.00
O 0.2564 -1.9230 3.0561  -0.09
H -0.6002 -1.6595 2.7199  -0.05
H 0.6017 -2.5196 2.3919  0.04
O 2.7059 3.2705 -0.2251  -0.08
H 1.8857 2.7782 -0.1892  -0.04
H 2.8713 3.5276 0.6820  0.01



Density functional theory data (wB97M-V/def2-TZVPD) for a molecular structure, C18H62F3N28O16 in a non-equilibrium geometry.

Computed properties:
Net charge: -1
DFT total energy, Eh: -3760.33915
Lowest unoccupied orbital energy, eV: 1.40
HOMO, eV: -6.603
HOMO-LUMO gap, eV: 8.01
Energy above the lowest of the compared OMol25 structures with the same formula, charge and spin, eV: 1.654

Each line ends with the Löwdin charge.
CARTESIAN COORDINATES (ANGSTROEM)
C -9.0166 -2.4319 -15.8429  -0.48
O -9.4483 -1.0875 -15.9171  -0.12
O -8.0822 -2.6461 -16.7842  -0.19
C -8.6397 -2.8133 -14.4053  -0.51
F -8.1691 -4.0753 -14.3694  0.11
F -7.6362 -2.0052 -13.9467  0.10
F -9.5996 -2.6865 -13.4789  0.12
C -10.8386 -0.8216 -15.9349  -0.24
C -10.9555 0.6856 -16.0036  -0.06
H -11.8669 1.0159 -16.5075  0.06
H -10.9423 1.2636 -15.0728  0.07
H -10.0777 1.0983 -16.5109  0.08
H -11.3262 -1.1609 -15.0159  0.09
H -11.2924 -1.2497 -16.8319  0.10
H -9.9527 -3.0120 -16.0124  0.16
C -9.6765 -2.0840 -20.5166  -0.66
O -9.6851 -2.2483 -21.7340  0.00
N -10.7684 -1.6138 -19.8339  0.16
N -8.5115 -2.0660 -19.8095  0.17
H -10.7262 -1.6317 -18.8313  0.07
H -11.5755 -1.2794 -20.3168  0.09
H -7.5618 -2.2311 -20.1171  0.05
H -8.5837 -2.2434 -18.8086  0.05
C -14.7080 1.9176 -18.4473  -0.67
O -14.8675 2.6292 -17.4547  -0.02
N -14.1309 0.6855 -18.4418  0.16
N -15.0846 2.3664 -19.6762  0.15
H -13.9774 0.2378 -19.3256  0.10
H -14.0125 0.1606 -17.5917  -0.07
H -14.9499 1.8183 -20.5058  0.09
H -15.5274 3.2583 -19.7825  0.10
C -10.4936 3.8549 -18.6467  -0.66
O -10.4436 3.7259 -19.8585  0.02
N -9.4250 4.1208 -17.8271  0.16
N -11.5790 3.5204 -17.8656  0.16
H -8.5781 4.4693 -18.2375  0.11
H -9.6794 4.2882 -16.8759  0.04
H -12.3784 3.2491 -18.4079  0.08
H -11.4398 3.2938 -16.9003  0.03
C -8.7421 3.9133 -13.4160  -0.67
O -7.6999 3.4000 -13.0219  0.01
N -9.1701 3.6763 -14.6968  0.16
N -9.5603 4.7063 -12.6756  0.16
H -8.7387 2.8916 -15.1569  0.09
H -10.1091 3.9661 -14.9472  0.05
H -10.3667 5.1257 -13.0932  0.07
H -9.1926 4.9666 -11.7792  0.10
C -4.9515 -2.0372 -19.5469  -0.62
O -5.7440 -2.7716 -20.1310  -0.01
N -5.1547 -1.7024 -18.2382  0.17
N -3.7918 -1.5402 -20.0618  0.16
H -4.7178 -0.8366 -17.9632  0.10
H -6.0861 -1.8317 -17.8647  0.06
H -3.5889 -1.7477 -21.0229  0.10
H -3.0486 -1.2370 -19.4622  0.10
C -9.5028 -7.3684 -14.2678  -0.66
O -9.6370 -8.5913 -14.2832  0.01
N -10.5144 -6.5400 -13.8989  0.16
N -8.3126 -6.7919 -14.6624  0.16
H -10.3657 -5.5746 -13.6565  0.05
H -11.2314 -6.9948 -13.3629  0.09
H -8.3289 -5.8085 -14.4184  0.05
H -7.5200 -7.3780 -14.4704  0.11
C -12.8821 -0.8915 -11.9568  -0.66
O -14.1027 -1.0342 -11.9045  0.01
N -12.0711 -1.7628 -12.6134  0.17
N -12.2054 0.0964 -11.2757  0.16
H -12.3895 -2.7177 -12.6670  0.08
H -11.0831 -1.6011 -12.5809  0.07
H -12.7858 0.8011 -10.8543  0.10
H -11.3390 -0.0861 -10.8040  0.09
C -11.1198 -4.6583 -10.9436  -0.64
O -11.4187 -4.5079 -12.1285  -0.02
N -10.3175 -3.7838 -10.2789  0.17
N -11.6089 -5.6862 -10.1961  0.17
H -10.0159 -4.0253 -9.3512  0.10
H -9.8131 -3.0687 -10.7697  0.09
H -12.2188 -6.3575 -10.6234  0.11
H -11.1822 -5.9295 -9.3209  0.10
C -7.4242 -6.0559 -18.8259  -0.67
O -7.8790 -7.1841 -19.0227  -0.01
N -7.7643 -5.3362 -17.7047  0.14
N -6.5919 -5.4634 -19.7145  0.17
H -8.1358 -5.8862 -16.9481  0.07
H -7.8543 -4.3188 -17.6769  0.05
H -6.4307 -5.9244 -20.5873  0.10
H -6.2588 -4.5263 -19.5319  0.05
C -6.0967 -3.3757 -10.6084  -0.68
O -5.9834 -3.8593 -9.4863  0.00
N -7.1720 -3.7371 -11.3837  0.16
N -5.2202 -2.5230 -11.1850  0.17
H -7.4192 -3.3183 -12.2621  0.05
H -7.7200 -4.4643 -10.9641  0.09
H -5.3558 -2.2257 -12.1327  0.09
H -4.4280 -2.2786 -10.6210  0.11
C -14.0821 -1.4465 -15.9962  -0.60
O -14.0227 -1.0391 -17.1515  0.04
N -13.9006 -2.7606 -15.6585  0.19
N -14.3029 -0.6266 -14.9298  0.21
H -14.1930 -3.0831 -14.7542  0.10
H -13.8051 -3.4159 -16.4136  0.11
H -14.1269 0.3551 -15.0553  0.10
H -14.0766 -0.9605 -13.9966  0.05
C -4.4778 -3.7522 -15.5485  -0.68
O -3.3517 -3.8898 -15.0800  -0.01
N -5.1582 -2.5729 -15.4067  0.14
N -5.2159 -4.7655 -16.0699  0.17
H -6.1448 -2.4874 -15.5994  0.04
H -4.7540 -1.8478 -14.8449  0.09
H -6.1764 -4.6766 -16.3859  0.05
H -4.9314 -5.7152 -15.9136  0.10
C -13.2416 3.9771 -14.3077  -0.63
O -12.1978 3.7421 -14.9017  0.00
N -14.4127 3.3957 -14.6809  0.18
N -13.3190 4.8195 -13.2130  0.14
H -15.2098 3.6261 -14.1246  0.10
H -14.2747 2.8728 -15.5414  0.06
H -14.0860 4.9286 -12.5767  0.09
H -12.7212 5.6274 -13.2454  0.09
C -6.5511 1.2874 -16.4949  -0.68
O -5.9407 2.3420 -16.4523  0.01
N -6.8944 0.5007 -15.4277  0.17
N -7.0987 0.7480 -17.6485  0.16
H -6.7261 0.6935 -14.4586  0.10
H -7.4598 -0.2916 -15.6793  0.04
H -6.7120 1.0760 -18.5159  0.10
H -7.3641 -0.2206 -17.5441  0.05